(1)
A gas-phase ion, C4H10N (charge +1), computed with wB97M-V/def2-TZVPD.

Each line ends with the Mulliken charge.
CARTESIAN COORDINATES (ANGSTROEM)
C  -0.47752  -1.99056  0.72250  -1.30
C  0.68700  -1.07565  0.49372  -0.20
C  0.24633  0.35280  0.56187  -0.35
C  0.58044  1.31816  -0.30470  -0.36
N  -0.40814  2.13716  -1.02653  -0.29
H  -1.44020  -1.79462  0.23945  0.38
H  -0.22471  -2.96590  0.27593  0.33
H  -0.68812  -2.24478  1.76118  0.35
H  1.45902  -1.25364  1.26908  0.26
H  1.34416  -1.20388  -0.37702  0.40
H  -0.75864  0.55376  0.98711  0.31
H  1.54413  1.26220  -0.82339  0.36
H  -1.38853  2.02266  -0.75800  0.35
H  -0.36891  1.76662  -1.98052  0.39
H  -0.10630  3.11568  -1.04069  0.36

Force components x, y, z for each atom (eV/Å):
-0.47 -2.27 -0.72
2.36 0.97 1.75
-2.41 1.44 -1.60
1.20 -2.01 0.15
0.64 0.37 0.04
0.28 0.71 -0.03
0.10 0.18 0.18
0.17 0.52 0.11
-0.56 -0.12 0.14
-0.91 -0.22 -0.30
0.50 -0.57 0.14
-0.52 0.30 -0.17
0.16 0.20 0.56
-0.02 0.35 -0.12
-0.52 0.14 -0.12

Properties
multiplicity: 1
ΔE to the lowest compared entry with this formula, charge and spin: 2.114 eV
largest force on an atom: 0.0628 hartree/bohr
net charge: +1
SMILES string: CC/C=C/[NH3+]
HOMO energy: -14.336 eV

***

(2)
3 unconnected molecules or ions with the total composition H6O3, computed with wB97M-V/def2-TZVPD.

Each line ends with the Mulliken charge.
CARTESIAN COORDINATES (ANGSTROEM)
H  1.03152  0.70456  0.25524  0.30
H  1.42355  2.16197  0.58708  0.32
H  2.32759  -2.06929  0.04846  0.31
H  0.90224  -1.50976  -0.11615  0.31
H  -2.38867  0.13777  0.19102  0.31
H  -3.98180  0.51930  0.14108  0.34
O  1.54251  1.44180  -0.12369  -0.61
O  1.80642  -1.24465  0.02601  -0.63
O  -3.26323  -0.19022  -0.04066  -0.65

Force components x, y, z for each atom (eV/Å):
0.65 0.26 -0.29
0.35 -1.55 -1.76
-0.46 0.58 -0.01
-0.40 -0.44 -0.17
-0.38 0.47 0.10
2.36 -1.67 -0.35
-0.87 1.71 2.07
0.73 -0.58 0.17
-1.99 1.22 0.25

Properties
multiplicity: 1
ΔE to the lowest compared entry with this formula, charge and spin: 0.951 eV
largest force on an atom: 0.0566 hartree/bohr
net charge: 0
SMILES string: O.O.O
HOMO energy: -11.079 eV

***

(3)
7 unconnected molecules or ions with the total composition C47H53BrN3O30P3Si, computed with wB97M-V/def2-TZVPD.

Each line ends with the Mulliken charge.
CARTESIAN COORDINATES (ANGSTROEM)
C  0.26382  1.68847  1.21118  0.90
C  -0.47644  3.03961  1.25544  -0.20
O  0.00478  4.04514  0.33649  -0.58
P  -0.14632  3.54805  -1.23981  0.65
O  1.10066  2.79981  -1.61679  -0.64
C  -1.68785  2.53633  -1.42766  0.21
C  -1.87544  1.94906  -2.85688  -0.09
Si  -1.79330  0.05587  -2.96165  0.43
Br  -1.80090  -0.99123  -0.96372  -0.23
C  -0.34783  -0.51339  -4.06821  -0.94
C  1.04287  0.07607  -3.61614  0.54
C  1.53831  -0.54224  -2.28431  0.22
C  2.98604  -1.10972  -2.33630  -0.83
N  3.90777  -0.36415  -3.25115  -0.29
C  4.54467  -1.32906  -4.10203  0.21
N  4.03450  -1.74057  -5.19318  -0.74
N  5.81935  -1.91760  -3.71589  -0.58
P  -3.62125  -0.69880  -4.02922  -0.42
P  -5.37235  0.22652  -3.15827  0.91
O  -5.48471  -0.06723  -1.68946  -0.43
O  -5.49341  1.84129  -3.52007  -0.45
O  -6.68576  -0.49720  -3.89282  -0.51
O  -0.31082  4.97197  -2.07941  -0.38
C  0.19628  4.87004  -3.41157  0.10
C  -0.84882  5.57024  -4.33578  -1.19
H  -0.27587  1.01096  1.90595  -0.10
H  0.22123  1.19147  0.22899  -0.88
H  1.32118  1.76985  1.50225  0.42
H  -1.56829  2.89650  1.14889  -0.08
H  -0.30669  3.45235  2.26415  0.36
H  -2.51127  3.26184  -1.27108  0.12
H  -1.77379  1.80793  -0.61243  -0.29
H  -2.88036  2.24276  -3.20132  0.24
H  -1.18037  2.35063  -3.61316  0.29
H  -0.33196  -1.60290  -4.21699  0.38
H  -0.56198  -0.04464  -5.05301  0.42
H  1.73344  -0.12404  -4.44911  0.07
H  0.91422  1.16740  -3.57627  -0.48
H  0.87942  -1.39814  -2.06679  0.25
H  1.46837  0.21380  -1.49011  -0.28
H  2.94370  -2.16250  -2.65745  0.39
H  3.39536  -1.11929  -1.31319  0.31
H  4.66681  -0.00930  -2.67630  0.32
H  3.15580  -1.24389  -5.35002  0.36
H  6.33301  -1.92679  -4.58892  0.39
H  5.61820  -2.90308  -3.56066  0.29
H  -3.50181  -0.26654  -5.38961  0.08
H  -4.98974  1.97057  -4.33247  0.35
H  -6.54658  -0.39283  -4.84168  0.31
H  0.37572  3.84344  -3.75454  0.01
H  1.14309  5.41482  -3.55153  0.38
H  -1.82408  5.09414  -4.13236  0.23
H  -0.56918  5.52302  -5.39312  0.37
H  -0.94568  6.60220  -3.96807  0.34
C  10.09733  -1.50097  -3.58342  -0.84
C  9.63812  -2.53257  -4.29514  0.09
C  10.50794  -3.69412  -4.64868  0.99
O  10.03133  -4.61505  -5.28286  -0.62
C  11.90284  -3.66480  -4.21479  -0.93
C  12.36472  -2.63145  -3.50536  0.34
C  11.48672  -1.48235  -3.12935  0.97
O  11.95293  -0.57642  -2.46743  -0.60
O  13.63748  -2.56788  -3.09157  -0.56
O  8.37004  -2.58516  -4.73126  -0.46
H  9.47479  -0.65719  -3.32035  0.45
H  12.52794  -4.50233  -4.49051  0.42
H  13.71077  -1.72900  -2.60311  0.36
H  8.29662  -3.42865  -5.21460  0.33
C  2.03107  -1.60601  5.93252  -0.75
C  1.04217  -1.18507  5.14113  0.21
C  0.99323  0.21617  4.62571  0.73
O  0.07964  0.54395  3.89066  -0.38
C  2.05103  1.13639  5.03271  -1.05
C  3.03982  0.71550  5.82725  0.31
C  3.10369  -0.69355  6.32130  0.96
O  4.03465  -1.03042  7.02558  -0.63
O  4.02583  1.52984  6.22233  -0.57
O  0.04245  -1.99689  4.76402  -0.61
H  2.07767  -2.61954  6.30972  0.60
H  1.99609  2.15231  4.66682  0.50
H  4.60625  0.98419  6.78216  0.34
H  -0.53487  -1.45581  4.19707  0.30
C  -3.46992  1.24670  3.87243  -1.50
C  -4.42229  1.22820  4.80886  0.51
C  -5.86842  1.37925  4.46139  0.76
O  -6.69489  1.33815  5.35131  -0.63
C  -6.22030  1.57551  3.05698  -0.77
C  -5.26780  1.59421  2.12267  -0.10
C  -3.82729  1.42008  2.46843  0.97
O  -2.99878  1.43484  1.57656  -0.02
O  -5.55549  1.76078  0.82117  -0.41
O  -4.13580  1.07395  6.10828  -0.60
H  -2.41948  1.13858  4.11040  0.67
H  -7.26692  1.70144  2.81827  0.57
H  -4.69943  1.72088  0.35742  0.06
H  -4.99407  1.09461  6.56785  0.34
C  5.11881  -4.96306  3.64830  -0.84
C  3.87341  -4.78113  4.09494  0.35
C  3.37397  -5.46083  5.32833  1.04
O  2.23728  -5.24208  5.70183  -0.63
C  4.28154  -6.36413  6.03089  -1.07
C  5.52611  -6.54959  5.58219  0.38
C  6.03440  -5.84881  4.36415  0.98
O  7.18104  -6.03955  4.00990  -0.61
O  6.38637  -7.37104  6.19802  -0.57
O  3.00358  -3.97864  3.46564  -0.53
H  5.49138  -4.47442  2.75896  0.44
H  3.90430  -6.86322  6.91230  0.42
H  7.20851  -7.32384  5.67876  0.35
H  2.18277  -4.02333  3.98952  0.29
C  -6.04591  6.40248  -1.20944  -0.79
C  -5.88387  5.31856  -0.44370  0.35
C  -5.21578  5.39697  0.89176  0.76
O  -5.10679  4.38310  1.55365  -0.35
C  -4.71654  6.69538  1.33749  -1.15
C  -4.87719  7.77686  0.56995  0.41
C  -5.56631  7.70469  -0.75419  1.01
O  -5.70098  8.72344  -1.40386  -0.62
O  -4.43100  8.98323  0.94290  -0.58
O  -6.31268  4.10957  -0.83010  -0.55
H  -6.52891  6.35971  -2.17545  0.47
H  -4.22046  6.73602  2.29706  0.46
H  -4.67350  9.58578  0.21762  0.35
H  -6.08904  3.49173  -0.10297  0.31
C  -6.77337  -2.99515  -0.82313  -0.67
C  -7.64666  -2.74709  0.15736  0.10
C  -7.99941  -3.78311  1.17444  0.92
O  -8.78582  -3.50152  2.05854  -0.63
C  -7.37990  -5.10236  1.05619  -1.02
C  -6.51082  -5.35052  0.07349  0.37
C  -6.13865  -4.30560  -0.92806  0.95
O  -5.32786  -4.58281  -1.79211  -0.66
O  -5.92381  -6.54805  -0.07014  -0.58
O  -8.25356  -1.55892  0.28579  -0.53
H  -6.51026  -2.25205  -1.55811  0.55
H  -7.65505  -5.84964  1.78722  0.41
H  -5.34589  -6.46019  -0.84852  0.36
H  -8.82659  -1.64414  1.06717  0.34

Force components x, y, z for each atom (eV/Å):
-0.68 -0.36 -0.18
0.14 -0.46 1.09
-1.14 -0.50 -2.21
2.41 0.09 0.92
-1.71 0.63 -0.23
-0.16 1.63 -0.18
-0.09 -0.09 0.41
0.60 0.04 -0.44
-0.17 0.41 -0.52
0.04 0.80 0.17
-0.82 -0.64 -0.44
0.32 0.10 -0.56
-0.55 0.13 0.23
1.05 -1.37 0.41
-0.32 -0.35 -0.95
-0.22 0.37 0.46
-0.78 0.81 0.02
-0.19 -1.15 -0.30
-2.08 -0.16 1.83
0.65 0.80 -2.18
0.26 -1.73 0.16
1.93 1.15 0.43
0.15 -2.12 1.26
-0.42 1.07 -2.11
0.09 -0.44 1.39
0.51 0.59 -0.50
0.08 0.36 0.23
-0.37 0.09 -0.05
0.75 0.19 -0.04
-0.13 0.08 -0.45
0.29 -0.28 0.13
0.23 0.07 -0.37
0.35 -0.18 0.12
-0.05 -0.14 0.38
0.03 0.27 0.15
-0.11 -0.32 0.31
-0.05 0.13 0.43
0.40 -0.28 0.30
0.24 0.38 0.30
-0.10 -0.27 -0.17
-0.04 0.35 0.02
-0.10 0.02 -0.33
-0.20 0.27 0.03
0.11 0.01 -0.15
0.30 0.00 0.14
0.09 0.05 0.28
-0.13 0.41 0.52
0.00 0.37 -0.13
-0.43 -0.19 -0.30
-0.06 0.16 0.42
-0.15 -0.26 0.63
0.27 0.10 -0.46
-0.11 0.06 0.26
0.07 -0.17 -0.46
0.25 0.19 0.18
-0.62 0.48 0.06
0.67 -0.29 0.04
-0.32 0.10 -0.05
-0.29 -0.17 -0.18
0.67 -0.45 -0.05
-0.66 0.29 -0.05
0.32 -0.09 0.03
-0.55 0.26 -0.01
0.73 -0.45 -0.14
-0.02 -0.03 0.00
0.01 0.01 0.02
0.09 0.08 0.08
-0.02 -0.07 -0.07
0.34 -0.03 0.21
-0.23 -0.71 0.08
0.38 0.63 0.05
-0.24 -0.36 0.48
-0.37 -0.08 -0.23
0.24 0.78 -0.09
-0.32 -0.65 0.00
0.17 0.28 0.02
-0.26 -0.58 0.01
0.29 0.53 -0.06
-0.04 0.00 0.00
0.03 -0.01 0.01
0.13 0.01 0.07
-0.12 -0.02 -0.09
0.18 0.00 -0.36
0.62 -0.09 0.45
-0.51 0.14 -0.60
0.20 -0.04 0.31
-0.10 -0.07 0.40
-0.72 0.10 -0.61
0.37 -0.04 0.55
-0.33 -0.12 -0.28
0.48 -0.19 0.53
-0.42 0.07 -0.42
-0.01 0.00 -0.01
0.01 -0.01 -0.02
-0.01 -0.24 -0.22
-0.07 -0.02 0.12
0.33 -0.16 0.03
-0.01 0.47 -0.65
0.20 -0.49 0.55
-0.11 0.25 -0.22
-0.37 0.17 -0.04
0.01 -0.49 0.64
-0.15 0.47 -0.56
0.10 -0.23 0.23
-0.11 0.40 -0.46
0.07 -0.36 0.49
-0.01 0.01 0.01
0.02 0.00 0.00
0.14 -0.04 0.00
-0.15 0.07 -0.03
0.09 0.43 -0.05
-0.46 -0.51 -0.66
0.34 0.50 0.46
0.01 0.02 -0.07
-0.05 -0.40 0.07
0.40 0.34 0.62
-0.35 -0.48 -0.53
0.16 0.25 0.19
-0.29 -0.34 -0.42
0.41 0.46 0.59
-0.02 -0.02 0.02
0.00 0.02 -0.01
0.00 0.14 -0.04
-0.15 -0.21 -0.05
0.18 -0.32 -0.18
0.03 0.65 -0.35
0.10 -0.63 0.20
-0.08 0.29 -0.07
-0.23 0.22 0.20
0.01 -0.72 0.36
-0.13 0.75 -0.22
0.06 -0.35 0.08
-0.06 0.54 -0.19
0.06 -0.54 0.21
0.05 0.14 0.00
0.02 0.00 -0.01
0.10 -0.04 -0.09
-0.09 0.06 0.09

Properties
multiplicity: 1
largest force on an atom: 0.0539 hartree/bohr
net charge: 0
SMILES string: [H]/N=C(/N)NCCCC[Si@@](Br)(CCP(=O)(OCC)OCC)PP(=O)(O)O.O=C1C=C(O)C(=O)C=C1O.O=C1C=C(O)C(=O)C=C1O.O=C1C=C(O)C(=O)C=C1O.O=C1C=C(O)C(=O)C=C1O.O=C1C=C(O)C(=O)C=C1O.O=C1C=C(O)C(=O)C=C1O
HOMO energy: -9.373 eV